(1)
{
  "formula": "C2H5NO2Si",
  "method": "the ωB97M-V functional and the def2-TZVPD basis",
  "lumo_ha": -0.0174,
  "smiles": "O=[SiH2].CN=C=O",
  "energy_ha": -573.87078,
  "max_force_ev_per_a": 5.086,
  "gap_ev": 9.7,
  "de_lowest_kj_mol": 309.7,
  "charge": 0,
  "species": ["O", "Si", "H", "H", "C", "N", "C", "O", "H", "H", "H"],
  "positions_angstrom": [[-1.6120, -0.9526, -0.0045], [-1.6137, -0.6551, 1.4989], [-2.6605, -1.2810, 2.1632], [-0.8424, 0.3545, 2.2776], [1.2836, 0.2849, -1.3672], [1.5686, 0.2927, 0.2328], [2.1032, 0.1232, 1.3304], [2.5747, -0.1665, 2.3678], [1.4870, 1.3115, -1.6784], [0.2419, 0.2398, -1.2902], [1.7716, -0.4710, -1.8946]],
  "nbo_charge": [-1.142, 1.608, -0.248, -0.217, -0.329, -0.613, 0.830, -0.558, 0.211, 0.245, 0.214]
}


(2)
{
  "formula": "C2H5NO3",
  "method": "the ωB97M-V functional and the def2-TZVPD basis",
  "lumo_ha": 0.0199,
  "smiles": "NC(=O)O.C=O",
  "energy_ha": -359.66779,
  "max_force_ev_per_a": 4.877,
  "gap_ev": 10.3,
  "de_lowest_kj_mol": 109.0,
  "charge": 0,
  "species": ["N", "C", "O", "O", "H", "H", "H", "C", "O", "H", "H"],
  "positions_angstrom": [[-0.3938, -0.6920, 1.2286], [-0.8520, 0.0164, 0.1698], [-0.4413, 1.1699, -0.1040], [-2.1013, -0.3589, -0.1480], [-0.8271, -1.5784, 1.4368], [0.5986, -0.6071, 1.4253], [-2.4522, 0.3738, -0.6863], [1.6064, 0.4663, -0.8152], [2.3012, 0.1308, 0.1298], [0.8263, -0.3157, -1.2479], [1.7351, 1.3950, -1.3890]],
  "nbo_charge": [-0.812, 0.867, -0.662, -0.677, 0.400, 0.428, 0.506, 0.307, -0.586, 0.087, 0.142]
}


(3)
{
  "formula": "C2H5NO3",
  "method": "the ωB97M-V functional and the def2-TZVPD basis",
  "lumo_ha": 0.0187,
  "smiles": "O=C(O)CNO",
  "energy_ha": -359.57988,
  "max_force_ev_per_a": 3.841,
  "gap_ev": 10.5,
  "de_lowest_kj_mol": 339.8,
  "charge": 0,
  "species": ["O", "C", "O", "C", "N", "O", "H", "H", "H", "H", "H"],
  "positions_angstrom": [[-1.0642, -0.5204, -1.4242], [-0.4766, -0.7450, -0.4061], [-0.6668, -1.8626, 0.3167], [0.9792, 0.0051, -0.0936], [0.5846, 1.2766, 0.3447], [-1.0020, 1.0128, 0.7395], [-0.2325, -1.7940, 1.1779], [1.5880, -0.0195, -0.9966], [1.4508, -0.5293, 0.7332], [0.4759, 1.9277, -0.4325], [-1.6364, 1.2485, 0.0409]],
  "nbo_charge": [-0.613, 0.836, -0.677, -0.359, -0.274, -0.644, 0.490, 0.229, 0.179, 0.352, 0.480]
}


(4)
{
  "formula": "C2H5NO3",
  "method": "the ωB97M-V functional and the def2-TZVPD basis",
  "lumo_ha": -0.0101,
  "smiles": "C=C[N+](=O)[O-].O",
  "energy_ha": -359.53648,
  "max_force_ev_per_a": 2.967,
  "gap_ev": 10.4,
  "de_lowest_kj_mol": 453.8,
  "charge": 0,
  "species": ["C", "C", "N", "O", "O", "H", "H", "H", "O", "H", "H"],
  "positions_angstrom": [[0.8990, -1.3416, -0.6913], [1.5835, -0.8979, 0.3427], [2.4383, 0.2155, 0.0284], [3.5564, 0.2018, 0.5386], [2.0243, 1.0692, -0.7541], [1.0328, -0.7686, -1.5918], [0.1972, -2.2144, -0.7767], [1.3638, -1.2181, 1.3275], [-1.0052, 1.5744, 0.3313], [-1.5871, 1.5007, -0.3985], [-0.4794, 2.2720, 0.0537]],
  "nbo_charge": [-0.311, -0.126, 0.499, -0.358, -0.383, 0.217, 0.223, 0.238, -0.924, 0.460, 0.465]
}


(5)
{
  "formula": "C2H5NO3",
  "method": "the ωB97M-V functional and the def2-TZVPD basis",
  "lumo_ha": 0.0245,
  "smiles": "O=CNC=O.O",
  "energy_ha": -359.68603,
  "max_force_ev_per_a": 1.415,
  "gap_ev": 11.1,
  "de_lowest_kj_mol": 61.2,
  "charge": 0,
  "species": ["O", "C", "N", "C", "O", "H", "H", "H", "O", "H", "H"],
  "positions_angstrom": [[0.4229, 1.6835, 0.4312], [0.8341, 1.6779, -0.6840], [2.1660, 1.4942, -1.0253], [3.1678, 1.4771, -0.0634], [4.2671, 1.0235, -0.1824], [0.2425, 1.8263, -1.5974], [2.4441, 1.2653, -1.9752], [2.8079, 1.9367, 0.8693], [-5.2625, -4.4924, 1.5181], [-6.1801, -4.2865, 1.2934], [-4.9100, -3.6055, 1.4158]],
  "nbo_charge": [-0.542, 0.548, -0.674, 0.542, -0.538, 0.116, 0.414, 0.134, -0.923, 0.462, 0.462]
}


(6)
{
  "formula": "C2H5NO3",
  "method": "the ωB97M-V functional and the def2-TZVPD basis",
  "lumo_ha": -0.0143,
  "smiles": "NC(=O)C=O.O",
  "energy_ha": -359.67370,
  "max_force_ev_per_a": 3.544,
  "gap_ev": 9.8,
  "de_lowest_kj_mol": 93.5,
  "charge": 0,
  "species": ["N", "C", "O", "C", "O", "H", "H", "H", "O", "H", "H"],
  "positions_angstrom": [[-0.5466, 0.8777, -0.3910], [-0.9822, 0.4805, 0.8224], [-1.5946, 1.2523, 1.5460], [-0.5267, -0.8497, 1.3263], [0.2793, -1.5539, 0.8000], [0.3228, 0.5215, -0.7921], [-0.8010, 1.8847, -0.4602], [-0.9100, -1.0289, 2.2504], [1.6945, -0.2204, -1.9034], [2.0031, -0.4710, -1.0768], [1.0614, -0.8928, -2.1215]],
  "nbo_charge": [-0.817, 0.533, -0.578, 0.371, -0.495, 0.421, 0.407, 0.129, -0.921, 0.472, 0.477]
}


(7)
{
  "formula": "C2H5NO3",
  "method": "the ωB97M-V functional and the def2-TZVPD basis",
  "lumo_ha": [0.0208, -0.1090],
  "energy_ha": -359.51991,
  "max_force_ev_per_a": 6.027,
  "gap_ev": [6.4, 8.0],
  "s_squared": 2.01,
  "de_lowest_kj_mol": 0.0,
  "charge": 0,
  "spin_multiplicity": 3,
  "species": ["C", "C", "N", "O", "O", "O", "H", "H", "H", "H", "H"],
  "positions_angstrom": [[-0.2241, -1.9328, 0.0574], [-1.0256, 0.2946, -0.0229], [-1.1216, -1.0680, 0.0087], [-1.0030, 0.9880, 0.9627], [1.6174, 1.0564, 0.2095], [-1.1545, 0.7773, -1.2643], [-0.5268, -2.9696, 0.1372], [0.8425, -1.7102, 0.0256], [2.5370, 1.3285, 0.1339], [1.2388, 1.4915, 0.9784], [-1.1802, 1.7445, -1.2262]],
  "mulliken_spin": [0.661, -0.015, 0.975, 0.159, 0.000, 0.018, 0.097, 0.104, 0.001, 0.000, 0.001]
}


(8)
{
  "formula": "C2H5NO3S",
  "method": "the ωB97M-V functional and the def2-TZVPD basis",
  "lumo_ha": 0.0191,
  "energy_ha": -757.80529,
  "max_force_ev_per_a": 4.732,
  "gap_ev": 11.2,
  "de_lowest_kj_mol": 251.0,
  "charge": 0,
  "species": ["C", "C", "N", "O", "O", "O", "S", "H", "H", "H", "H", "H"],
  "positions_angstrom": [[1.5637, -0.8423, 1.2501], [-1.8006, -0.1833, -0.6376], [2.4536, -0.0894, 1.5250], [-1.1863, -2.2084, 0.8811], [0.7264, -0.7945, 0.1153], [-0.5803, -0.0739, 1.9157], [-0.7657, -0.8560, 0.7045], [1.5987, -1.7220, 1.9070], [-2.5864, -0.8944, -0.7148], [-2.1296, 0.8145, -0.5385], [-1.2449, -0.2024, -1.5493], [2.5667, 0.7916, 1.0240]],
  "nbo_charge": [0.379, -0.843, -0.613, -0.917, -0.715, -0.920, 2.319, 0.185, 0.260, 0.254, 0.257, 0.354]
}


Copy entry 7 word for word.
{
  "formula": "C2H5NO3",
  "method": "the ωB97M-V functional and the def2-TZVPD basis",
  "lumo_ha": [0.0208, -0.1090],
  "energy_ha": -359.51991,
  "max_force_ev_per_a": 6.027,
  "gap_ev": [6.4, 8.0],
  "s_squared": 2.01,
  "de_lowest_kj_mol": 0.0,
  "charge": 0,
  "spin_multiplicity": 3,
  "species": ["C", "C", "N", "O", "O", "O", "H", "H", "H", "H", "H"],
  "positions_angstrom": [[-0.2241, -1.9328, 0.0574], [-1.0256, 0.2946, -0.0229], [-1.1216, -1.0680, 0.0087], [-1.0030, 0.9880, 0.9627], [1.6174, 1.0564, 0.2095], [-1.1545, 0.7773, -1.2643], [-0.5268, -2.9696, 0.1372], [0.8425, -1.7102, 0.0256], [2.5370, 1.3285, 0.1339], [1.2388, 1.4915, 0.9784], [-1.1802, 1.7445, -1.2262]],
  "mulliken_spin": [0.661, -0.015, 0.975, 0.159, 0.000, 0.018, 0.097, 0.104, 0.001, 0.000, 0.001]
}